Computed, not measured: a 8-piece molecular cluster, C51H124N8O15 overall in a non-equilibrium geometry, with ωB97M-V/def2-TZVPD.

- ΔE to the lowest compared entry with this formula, charge and spin (kcal per mole) = 96.1
- HOMO level (eV) = -7.996
- lowest unoccupied orbital energy (Eh) = 0.021
- E_tot (Eh) = -3583.6489
- largest force on an atom (eV Å⁻¹) = 3.1
- frontier orbital gap (hartree) = 0.314

Positions of all 198 atoms, in Å:
C 4.92846 -4.27695 -0.35901
C 5.12773 -2.73787 -0.25020
C 6.53402 -2.49679 -0.84331
C 4.09922 -2.01734 -1.11728
C 2.73269 -1.93089 -0.46314
C 2.96074 -1.21226 0.86952
C 3.90531 -1.88707 1.85617
C 4.32586 -0.75622 2.85829
C 3.21111 -3.00840 2.66736
N 5.13683 -2.28084 1.15559
O 6.10755 -2.87546 1.98627
H 5.72343 -4.75490 0.21432
H 3.92122 -4.63911 -0.13932
H 5.04274 -4.68413 -1.37029
H 7.28350 -2.95603 -0.19534
H 6.72581 -2.90644 -1.83600
H 6.74900 -1.42717 -0.91777
H 4.52721 -1.01309 -1.19234
H 3.96620 -2.55542 -2.05667
H 2.15949 -1.29931 -1.14957
H 2.14402 -2.84958 -0.47832
H 1.94939 -1.26690 1.29795
H 2.99127 -0.12456 0.78302
H 4.39341 -1.20262 3.85141
H 3.56019 0.01686 2.96854
H 5.23749 -0.21700 2.60584
H 2.17368 -2.77300 2.90780
H 3.72469 -3.07432 3.62786
H 3.26981 -3.99198 2.20252
H 6.75906 -2.16605 2.01098
C 11.32991 -6.81304 -7.64658
O 10.13815 -6.06245 -7.56080
C 10.10183 -4.86422 -8.31902
C 8.88074 -4.09238 -7.86147
N 8.91617 -3.47032 -6.52848
C 8.01254 -2.32658 -6.43082
C 8.37690 -1.58827 -5.14638
O 7.45180 -0.51792 -5.10636
C 7.61895 0.39584 -4.03986
H 11.52702 -7.34567 -8.58115
H 11.13210 -7.56424 -6.87814
H 12.23105 -6.26227 -7.36233
H 9.95950 -4.95631 -9.40419
H 11.05415 -4.32758 -8.24542
H 8.07531 -4.82765 -7.98832
H 8.69303 -3.31266 -8.60245
H 8.76422 -4.22792 -5.87828
H 6.96862 -2.65279 -6.37400
H 8.12149 -1.56506 -7.19840
H 9.39394 -1.20590 -5.33209
H 8.57683 -2.16466 -4.23647
H 7.68032 -0.07763 -3.05554
H 6.81812 1.12824 -4.08782
H 8.58715 0.88217 -4.21445
C -1.57969 3.81859 2.15945
O -1.03571 3.21551 0.95085
C -1.27149 1.78482 0.82423
C -0.89496 1.36433 -0.54543
N 0.55770 1.41717 -0.76281
C 0.83832 0.98294 -2.10250
C 2.30728 1.24699 -2.51323
O 2.56922 0.89970 -3.85362
C 3.86364 1.19616 -4.29297
H -0.95766 3.26495 2.87351
H -2.59368 3.51515 2.42306
H -1.39363 4.88492 2.16812
H -2.33487 1.62513 0.99966
H -0.65613 1.30724 1.59056
H -1.57902 1.79416 -1.29016
H -1.12325 0.28639 -0.55642
H 0.65697 2.40796 -0.55067
H 0.25939 1.50439 -2.87785
H 0.69302 -0.08027 -2.30769
H 3.04113 0.77777 -1.84783
H 2.50997 2.31883 -2.44672
H 3.92240 0.73801 -5.27686
H 4.66468 0.85272 -3.62789
H 4.02336 2.28443 -4.32273
C -4.23567 0.27309 2.55448
O -3.67554 -0.35740 1.41444
C -4.51968 -0.17641 0.26524
C -5.98665 -0.48463 0.52437
N -6.83487 -0.11763 -0.58405
C -8.21776 -0.57105 -0.42052
C -8.94614 -0.99929 -1.73397
O -8.95438 -2.40951 -1.91317
C -8.92290 -3.01982 -3.16839
H -4.78053 1.18782 2.30283
H -3.38566 0.71820 3.08766
H -4.76716 -0.36514 3.25861
H -4.17988 -0.78268 -0.57452
H -4.41378 0.85062 -0.10795
H -6.40081 0.06182 1.38414
H -6.07569 -1.53449 0.81373
H -6.90685 0.88404 -0.76367
H -8.82346 0.18142 0.08446
H -8.13118 -1.57088 0.01631
H -8.30179 -0.62021 -2.53377
H -9.93555 -0.55132 -1.83046
H -8.03475 -2.68663 -3.72042
H -9.80482 -2.93244 -3.81370
H -8.83586 -4.06620 -2.86667
C 7.38636 1.46394 -0.21476
O 7.07630 2.50449 -1.13627
C 5.67753 2.54900 -1.35449
C 4.98344 3.33056 -0.25369
N 3.51931 3.39431 -0.44337
C 2.99436 4.56239 0.30641
C 1.63253 5.04665 -0.16843
O 1.72429 5.62770 -1.46179
C 0.65931 6.44642 -1.84562
H 7.97495 0.67905 -0.69023
H 6.60515 1.11729 0.46328
H 8.06694 1.96889 0.48431
H 5.17702 1.58478 -1.48358
H 5.35604 3.08528 -2.25557
H 5.40750 4.33154 -0.12621
H 5.11699 2.81403 0.70397
H 3.34447 3.59753 -1.42417
H 3.65757 5.43127 0.28503
H 2.86473 4.11291 1.29316
H 1.17798 5.76481 0.52467
H 0.87201 4.26914 -0.27613
H -0.30893 5.93265 -1.84105
H 0.87054 6.81205 -2.84921
H 0.63150 7.30448 -1.16090
C -2.79745 0.90828 -3.67298
O -4.08405 0.46546 -4.03070
C -4.73465 1.33834 -4.93825
C -6.24321 1.08052 -4.85381
N -6.85584 1.38765 -3.56391
C -6.77636 2.79688 -3.19439
C -7.77163 3.14787 -2.07945
O -7.16550 2.72453 -0.85157
C -7.94543 2.87825 0.32841
H -2.14197 0.94321 -4.55055
H -2.28367 0.17813 -3.04311
H -2.71863 1.84449 -3.11373
H -4.50097 0.94077 -5.93652
H -4.41906 2.38018 -4.86787
H -6.35947 0.00312 -4.98352
H -6.73875 1.55690 -5.70072
H -6.66944 0.73451 -2.81675
H -7.00560 3.39304 -4.07948
H -5.75285 3.05690 -2.90056
H -8.68867 2.56427 -2.17853
H -7.89685 4.23185 -2.03782
H -8.95727 2.49610 0.18115
H -8.08913 3.93195 0.59934
H -7.33440 2.48159 1.13632
C -4.63804 4.18564 0.68521
O -4.90173 4.14085 2.07538
C -5.17291 5.40187 2.66378
C -5.12980 5.20111 4.17509
N -6.15959 4.28855 4.60916
C -6.13590 4.15889 6.08038
C -6.70775 2.85361 6.65208
O -6.19360 1.81048 5.84510
C -6.66340 0.52980 6.15235
H -4.83901 3.26322 0.15198
H -3.60363 4.52800 0.54589
H -5.21082 5.03420 0.29067
H -6.07733 5.85211 2.24391
H -4.34437 6.06266 2.37140
H -5.29698 6.18372 4.62843
H -4.08105 4.95492 4.38464
H -5.82299 3.33786 4.42937
H -6.77207 4.98969 6.40492
H -5.12794 4.23545 6.50704
H -7.79750 2.93657 6.69670
H -6.37594 2.83591 7.69325
H -7.74651 0.51533 6.30039
H -6.20023 0.05910 7.02927
H -6.39898 -0.17657 5.36363
C -0.62703 -1.61239 2.77181
O -0.72099 -2.67843 3.70653
C -0.78068 -2.25946 5.07320
C -0.91776 -3.54313 5.90284
N 0.12260 -3.59582 6.91406
C -0.11151 -4.58159 7.93935
C -0.08412 -6.06700 7.63410
O -0.70617 -6.73742 8.71024
C -0.73849 -8.13572 8.53296
H -1.55397 -1.03703 2.82788
H -0.53564 -1.96604 1.74341
H 0.34625 -1.16840 3.01352
H -1.62019 -1.57103 5.20244
H 0.12671 -1.71799 5.35729
H -1.02485 -4.49810 5.37317
H -1.96864 -3.50489 6.22259
H 1.01378 -3.67243 6.43989
H -1.10926 -4.38553 8.34861
H 0.47385 -4.31085 8.82608
H 0.89754 -6.52314 7.46130
H -0.62060 -6.18476 6.68296
H -1.27231 -8.54380 7.66894
H -1.18450 -8.64155 9.38809
H 0.26043 -8.57760 8.44721



Computed, not measured: a 10-piece molecular cluster, C51H126N10O3 overall in a non-equilibrium geometry, with ωB97M-V/def2-TZVPD.

- ΔE to the lowest compared entry with this formula, charge and spin (kcal per mole) = 154.7
- HOMO level (eV) = -8.214
- lowest unoccupied orbital energy (Eh) = 0.009
- E_tot (Eh) = -2791.7730
- largest force on an atom (eV Å⁻¹) = 4.0
- frontier orbital gap (hartree) = 0.311

Positions of all 190 atoms, in Å:
C -5.02650 8.86477 -4.26178
C -4.54365 7.62225 -3.39456
N -4.53865 7.91310 -1.95369
C -4.44814 6.59540 -1.28726
C -3.04271 5.93483 -1.24447
C -3.49994 8.87371 -1.65025
C -3.58146 9.39035 -0.17144
H -5.99061 9.15953 -3.84739
H -4.95755 8.47966 -5.27914
H -4.37145 9.73395 -4.20225
H -5.24195 6.81627 -3.62007
H -3.55469 7.31495 -3.73462
H -4.73975 6.63239 -0.23765
H -5.02845 5.75635 -1.67110
H -2.52172 6.25189 -0.34107
H -3.07697 4.84718 -1.18143
H -2.48679 6.16167 -2.15420
H -3.54693 9.75026 -2.29643
H -2.47119 8.54329 -1.79370
H -2.96496 8.76518 0.47448
H -4.61546 9.43690 0.17027
H -3.32804 10.43334 0.01846
C 0.52994 0.28660 -0.75487
C 1.69528 0.57615 0.15218
N 1.43889 1.65329 1.06702
C 1.02210 1.25623 2.44658
C -0.36824 0.50926 2.46133
C 2.58216 2.56823 1.19074
C 2.39561 3.85228 1.90611
H -0.44764 0.50115 -0.32314
H 0.67666 -0.71382 -1.16200
H 0.50062 0.89226 -1.66064
H 2.07689 -0.25039 0.75159
H 2.50175 0.80210 -0.54543
H 1.75948 0.64893 2.97150
H 0.75912 2.07889 3.11153
H -0.80637 0.71214 3.43856
H -1.13409 0.84731 1.76325
H -0.17869 -0.54964 2.28554
H 2.92974 2.76300 0.17617
H 3.43428 2.01055 1.57931
H 2.30785 3.67251 2.97759
H 1.42459 4.25242 1.61439
H 3.25804 4.50825 1.78764
C -1.56228 -10.25886 -0.78229
C -0.85406 -8.85157 -0.77860
N -1.34053 -7.90030 -1.80370
C -2.51453 -7.20656 -1.21482
C -3.42290 -6.63964 -2.36860
C -0.24301 -6.95659 -2.15542
C 0.60232 -7.74964 -3.05897
H -1.19956 -10.91198 0.01143
H -1.39308 -10.84442 -1.68594
H -2.60589 -10.05968 -0.53873
H -0.90837 -8.33495 0.17966
H 0.20241 -9.11958 -0.79078
H -3.09881 -7.80708 -0.51761
H -2.23356 -6.30294 -0.67389
H -2.94331 -5.82311 -2.90837
H -3.52708 -7.41302 -3.12960
H -4.36173 -6.31014 -1.92346
H 0.31082 -6.81296 -1.22767
H -0.62515 -6.05986 -2.64323
H 1.22200 -8.52600 -2.61021
H 1.30876 -7.03036 -3.47326
H 0.06416 -8.03014 -3.96441
C 2.95937 2.47950 12.28065
C 3.25229 1.90219 10.93663
N 2.60185 2.62047 9.76858
C 1.16397 2.57703 9.83135
C 0.46209 3.62100 8.92032
C 3.21214 2.10870 8.48826
C 4.68166 2.34766 8.34894
H 3.32167 3.50452 12.35924
H 3.44950 1.96647 13.10809
H 1.92968 2.33509 12.60773
H 4.33810 1.92464 10.84385
H 2.93501 0.86294 10.85061
H 0.88707 1.54329 9.62447
H 0.81872 2.78216 10.84469
H 0.37368 3.25285 7.89819
H -0.51526 3.91966 9.29938
H 1.07902 4.51922 8.94681
H 2.78749 2.76011 7.72444
H 2.89051 1.09126 8.26579
H 4.95385 3.28355 8.83692
H 4.93695 2.37913 7.28973
H 5.27718 1.59679 8.86823
C -1.13819 -6.57679 -11.13181
C -0.20540 -5.59137 -10.49843
N -0.69906 -4.20999 -10.41865
C -0.97530 -3.62607 -11.80947
C 0.20201 -3.54188 -12.83796
C 0.23286 -3.45211 -9.58581
C -0.23568 -2.04881 -9.03274
H -1.14653 -6.52859 -12.22071
H -2.16471 -6.55784 -10.76577
H -0.72684 -7.57366 -10.97323
H -0.14681 -5.91833 -9.46028
H 0.81531 -5.67957 -10.87051
H -1.76563 -4.27865 -12.18042
H -1.32400 -2.59667 -11.72674
H 0.51150 -4.53532 -13.16260
H 0.13052 -2.87031 -13.69351
H 1.06659 -3.17133 -12.28723
H 1.17195 -3.39630 -10.13635
H 0.54083 -3.96978 -8.67736
H 0.47672 -1.65690 -8.30680
H -1.15440 -2.30310 -8.50414
H -0.32618 -1.37392 -9.88388
C -1.72912 -3.24240 11.32488
C -2.74187 -3.40915 10.15244
N -2.99415 -4.73176 9.69356
C -3.78992 -4.94389 8.49740
C -3.37733 -4.11777 7.24464
C -3.51552 -5.61373 10.80760
C -4.92380 -5.25351 11.23980
H -2.15343 -3.51941 12.28994
H -1.48436 -2.19854 11.52125
H -0.87631 -3.90696 11.18650
H -3.66349 -2.85661 10.33522
H -2.22462 -2.88266 9.35034
H -3.61037 -5.98670 8.23587
H -4.84397 -4.74117 8.68707
H -2.41587 -4.38042 6.80338
H -3.99573 -4.30967 6.36780
H -3.52159 -3.04790 7.39512
H -2.82423 -5.58095 11.64971
H -3.50559 -6.65636 10.48990
H -4.95537 -4.22596 11.60206
H -5.25056 -5.94964 12.01230
H -5.65724 -5.40281 10.44741
C 2.67568 9.85738 -3.21713
C 3.17637 9.40281 -4.62880
N 2.19262 8.69981 -5.40822
C 1.14801 9.67136 -5.88652
C 0.46774 9.22284 -7.15380
C 1.62331 7.46872 -4.77838
C 2.57068 6.29473 -4.61919
H 2.96321 9.14600 -2.44294
H 1.58998 9.88529 -3.12451
H 2.97474 10.87351 -2.95996
H 3.49320 10.30333 -5.15492
H 4.08987 8.82751 -4.47833
H 0.47436 9.90595 -5.06236
H 1.69455 10.59362 -6.08354
H -0.25116 9.90625 -7.60574
H 1.19942 9.00764 -7.93255
H -0.08944 8.28716 -7.10777
H 0.73027 7.27547 -5.37271
H 1.16555 7.71014 -3.81907
H 3.43782 6.52189 -3.99905
H 3.00848 5.84698 -5.51135
H 2.08028 5.49257 -4.06769
C 5.02876 -2.02080 -5.23152
N 6.29268 -2.08311 -4.61528
C 7.44771 -1.38264 -4.78524
C 7.52775 -0.23839 -5.82147
O 8.41285 -1.67991 -4.13518
H 4.29488 -2.66275 -4.74427
H 5.12941 -2.19426 -6.30291
H 4.61733 -1.03411 -5.01880
H 6.25212 -2.71814 -3.83094
H 7.98395 0.60587 -5.30454
H 6.49369 -0.04548 -6.10716
H 8.05276 -0.52479 -6.73276
C -8.21061 -1.17131 2.85647
N -7.48727 -1.39254 1.61981
C -6.84425 -0.43637 0.98863
C -6.17480 -0.84202 -0.35046
O -6.75245 0.72144 1.40344
H -8.85442 -0.31883 2.63995
H -7.55588 -1.15773 3.72782
H -8.98869 -1.92558 2.97374
H -7.43737 -2.36041 1.33550
H -5.47517 -0.05769 -0.63932
H -6.98521 -0.79315 -1.07774
H -5.64362 -1.79279 -0.30590
C 6.77751 -3.20789 1.71113
N 6.82217 -4.69968 1.87357
C 6.20547 -5.42477 0.96883
C 6.22024 -6.93635 1.22389
O 5.52223 -5.05694 -0.00048
H 7.64163 -2.78477 2.22335
H 5.86034 -2.78830 2.12445
H 6.88643 -2.82573 0.69614
H 7.28901 -5.15488 2.64489
H 7.01244 -7.45278 0.68185
H 5.26998 -7.30594 0.83851
H 6.41415 -7.22596 2.25667